(1)
Computed, not measured: a molecular structure, C2H3N5O, with ωB97M-V/def2-TZVPD.

```
11
Properties=species:S:1:pos:R:3:mulliken_charge:R:1
C -0.9100 -0.3834 0.1184 0.63
C 1.3955 -0.3212 -0.0179 0.47
H -2.7575 -0.2723 -0.8418 0.46
H 2.5190 -1.7972 -0.2171 0.28
H -1.6590 1.5789 0.9099 0.34
N 0.2097 -1.0671 0.1418 -0.49
N 2.5901 -0.7899 -0.0260 -0.55
N 1.3476 1.2042 0.0497 -0.12
N 0.2078 1.7539 0.0335 -0.31
N -0.8426 1.0053 -0.1949 -0.13
O -2.1007 -0.9113 0.0443 -0.58
```

For the highest occupied orbital energy, the calculation gives -0.354 Eh. Its multiplicity is 1.



(2)
Computed, not measured: a single C2H3N5O molecule, with ωB97M-V/def2-TZVPD.

```
11
Properties=species:S:1:pos:R:3:mulliken_charge:R:1
C 0.1612 0.1462 -0.8719 0.55
C -0.2016 0.1513 1.3494 0.57
H 0.6384 -0.2392 -2.7085 0.29
H 1.7394 1.0890 -1.9194 0.27
H -0.2485 -0.0413 3.1758 0.38
N 0.8706 0.4600 -1.9343 -0.41
N -0.9280 -0.7139 -1.0759 -0.23
N -1.5324 -1.1460 -0.0197 -0.32
N -1.1078 -0.7929 1.1941 -0.24
N 0.4105 0.5225 0.2327 -0.40
O 0.1982 0.5642 2.5776 -0.46
```

For the highest occupied orbital energy, the calculation gives -0.340 Eh. The structure (SMILES) is Nc1nnnc(O)n1. Its multiplicity is 1.



(3)
Computed, not measured: a single C2H3N5O molecule, with ωB97M-V/def2-TZVPD.

```
11
Properties=species:S:1:pos:R:3:mulliken_charge:R:1
C 0.3433 -1.2344 -0.3233 0.39
C -0.3732 1.2015 0.2656 0.75
H 1.3157 -2.8875 -1.2844 0.26
H -2.1216 2.2470 0.7275 0.30
H 1.0845 -0.0014 -1.8218 0.28
N 0.6999 -2.4387 -0.5524 -0.47
N -0.3145 -1.0754 0.9753 -0.25
N -0.8033 0.1117 1.0836 -0.13
N -1.1071 2.3348 0.1842 -0.57
N 0.4240 -0.0433 -1.0864 -0.25
O 0.9510 1.0769 -0.1881 -0.31
```

For the highest occupied orbital energy, the calculation gives -0.368 Eh. The structure (SMILES) is [H]/N=c1/nn/c(=N\[H])o[nH]1. Its multiplicity is 1.